Density functional theory data (ωB97M-V with the def2-TZVPD basis set) for a cluster of 2 separate species, C19H16BrFNO6S3 in total.

**LUMO energy**: 1.834 eV
**Energy**: -138998.381 eV
**Largest force on an atom**: 3.60 eV Å⁻¹
**HOMO level**: -3.01 eV
**HOMO-LUMO gap**: 4.844 eV
**Total charge**: -1

Element x y z (Å)
C1 -5.150 4.999 1.117
C2 -4.910 6.377 1.080
C3 -3.905 6.932 1.876
C4 -3.100 6.102 2.644
S1 -1.853 6.844 3.700
N1 -0.260 6.391 2.837
F1 0.189 5.043 3.381
S2 1.013 7.681 3.340
C5 2.325 7.569 2.113
C6 3.254 6.537 2.156
C7 4.255 6.482 1.184
C8 4.342 7.484 0.205
C9 3.456 8.566 0.234
C10 2.466 8.621 1.217
O1 0.470 8.987 3.049
O2 1.478 7.325 4.650
O3 -2.107 8.247 3.533
O4 -1.838 6.221 5.001
C11 -3.368 4.745 2.738
C12 -4.384 4.183 1.964
H1 -5.914 4.552 0.474
H2 -5.490 7.031 0.432
H3 -3.744 8.001 1.920
H4 3.171 5.811 2.959
H5 4.960 5.649 1.193
H6 5.092 7.415 -0.586
H7 3.511 9.369 -0.499
H8 1.805 9.473 1.299
H9 -2.779 4.167 3.439
H10 -4.564 3.108 2.019
Br1 2.418 2.637 2.617
C13 0.717 2.263 1.995
S3 -0.104 0.781 2.362
C14 -0.568 1.094 4.075
C15 0.049 0.416 5.119
C16 -0.091 0.920 6.413
C17 -0.864 2.060 6.646
C18 -1.557 2.662 5.594
C19 -1.472 2.117 4.319
O5 -1.321 0.802 1.577
O6 0.689 -0.416 2.433
H11 0.484 2.745 1.045
H12 0.621 -0.485 4.917
H13 0.426 0.422 7.233
H14 -0.936 2.481 7.649
H15 -2.162 3.553 5.758
H16 -2.077 2.480 3.495

***

Density functional theory data (ωB97M-V with the def2-TZVPD basis set) for a structure of composition C19H16Cl3IMnNO3Si.

**Spin multiplicity**: 6
**ΔE to the lowest compared entry with this formula, charge and spin**: 27.6 kcal per mole
**LUMO energy (alpha / beta)**: 1.749 / 1.644 eV
**Energy**: -112464.591 eV
**Largest force on an atom**: 2.75 eV Å⁻¹
**HOMO level (alpha / beta)**: -2.35 / -4.98 eV
**HOMO-LUMO gap (alpha / beta)**: 4.102 / 6.620 eV
**Total charge**: -1

Element x y z (Å)
Mn1 -0.385 0.560 -0.857
Cl1 5.519 4.817 -0.778
C1 4.299 3.584 -0.856
C2 4.711 2.259 -0.887
C3 3.725 1.275 -0.930
Cl2 4.196 -0.389 -0.903
C4 2.360 1.560 -0.987
O1 1.479 0.600 -1.007
C5 1.967 2.953 -0.986
C6 0.604 3.279 -1.075
O2 -0.351 2.443 -1.313
C7 2.972 3.946 -0.886
H1 5.752 1.989 -0.870
H2 0.309 4.326 -0.935
H3 2.683 4.985 -0.860
Cl3 -4.046 -5.207 -0.828
C8 -3.502 -3.560 -0.920
C9 -4.449 -2.549 -0.914
C10 -4.038 -1.232 -0.956
I1 -5.428 0.342 -0.851
C11 -2.686 -0.888 -1.024
O3 -2.231 0.338 -1.021
C12 -1.737 -1.940 -1.044
N1 -0.437 -1.514 -1.097
C13 0.520 -2.470 -0.990
C14 0.230 -3.808 -0.889
C15 -1.092 -4.262 -0.906
C16 -2.118 -3.301 -0.965
H4 -5.499 -2.793 -0.858
H5 1.540 -2.108 -0.986
H6 1.039 -4.519 -0.811
H7 -1.333 -5.312 -0.863
C17 1.312 -0.133 2.259
Si1 -0.348 0.512 1.472
C18 -0.647 2.274 2.250
C19 -1.718 -0.618 2.274
H8 1.248 -0.122 3.343
H9 2.155 0.487 1.966
H10 1.532 -1.149 1.945
H11 -0.665 2.209 3.334
H12 -1.593 2.692 1.921
H13 0.137 2.970 1.968
H14 -1.658 -0.570 3.357
H15 -1.611 -1.658 1.980
H16 -2.714 -0.298 1.984

***

Density functional theory data (ωB97M-V with the def2-TZVPD basis set) for a structure of composition C19H16ClN5O5PdS.

**ΔE to the lowest compared entry with this formula, charge and spin**: 40.5 kcal per mole
**LUMO energy**: 4.151 eV
**Energy**: -64488.685 eV
**Largest force on an atom**: 1.16 eV Å⁻¹
**HOMO level**: -1.60 eV
**HOMO-LUMO gap**: 5.748 eV
**Total charge**: -2

Element x y z (Å)
Pd1 0.544 0.684 -0.200
O1 3.307 -3.689 -3.442
C1 2.107 -4.116 -3.294
O2 1.654 -5.148 -3.776
C2 1.228 -3.239 -2.448
C3 -0.115 -3.412 -2.210
Cl1 -1.126 -4.608 -2.893
N1 -0.539 -2.433 -1.359
N2 0.491 -1.624 -1.057
C4 1.557 -2.075 -1.689
C5 2.853 -1.293 -1.518
O3 3.908 -1.721 -2.137
O4 2.850 -0.300 -0.804
C6 -1.819 -2.137 -0.778
C7 -1.997 -0.900 -0.163
C8 -3.202 -0.591 0.442
C9 -4.252 -1.500 0.438
C10 -4.072 -2.730 -0.173
C11 -2.865 -3.057 -0.774
H1 3.744 -2.682 -2.789
H2 -1.180 -0.152 -0.148
H3 -3.304 0.375 0.920
H4 -5.195 -1.254 0.912
H5 -4.876 -3.456 -0.183
H6 -2.751 -4.025 -1.228
C12 0.880 1.282 4.955
C13 1.092 0.124 3.997
S1 0.740 0.624 2.220
O5 -0.445 1.528 2.376
C14 2.268 1.668 2.065
C15 1.908 3.113 1.761
H7 0.726 0.932 5.979
H8 -0.005 1.836 4.636
H9 1.729 1.968 4.954
H10 0.375 -0.678 4.182
H11 2.100 -0.294 4.029
H12 2.817 1.212 1.240
H13 2.861 1.586 2.980
H14 1.379 3.175 0.810
H15 2.814 3.720 1.702
H16 1.256 3.524 2.533
N3 -0.341 2.287 -1.534
C16 -0.783 3.166 -2.140
C17 -1.332 4.230 -2.877
C18 -0.523 5.280 -3.356
N4 0.121 6.157 -3.754
C19 -2.724 4.289 -3.105
N5 -3.863 4.357 -3.299

***

Density functional theory data (ωB97M-V with the def2-TZVPD basis set) for a structure of composition C19H16IrN4O6S3.

**Spin multiplicity**: 2
**ΔE to the lowest compared entry with this formula, charge and spin**: 57.7 kcal per mole
**LUMO energy (alpha / beta)**: -8.573 / -8.904 eV
**Energy**: -73535.963 eV
**Largest force on an atom**: 3.66 eV Å⁻¹
**HOMO level (alpha / beta)**: -14.96 / -14.95 eV
**HOMO-LUMO gap (alpha / beta)**: 6.384 / 6.041 eV
**Total charge**: +2

Element x y z (Å)
Ir1 0.105 0.817 -0.024
O1 -0.668 -1.905 -2.951
S1 0.049 -1.313 -1.862
O2 -0.719 -1.249 -0.601
O3 0.516 0.060 -2.166
C1 1.544 -2.287 -1.635
C2 1.682 -3.349 -2.521
C3 2.867 -4.070 -2.524
C4 3.898 -3.733 -1.665
C5 3.757 -2.681 -0.766
C6 2.568 -1.970 -0.767
S2 2.466 -0.657 0.501
O4 1.191 -0.882 1.197
O5 3.641 -0.791 1.286
O6 2.355 0.635 -0.227
H1 0.870 -3.571 -3.196
H2 2.975 -4.895 -3.216
H3 4.829 -4.283 -1.682
H4 4.545 -2.413 -0.080
N1 0.685 2.651 1.314
C7 0.160 2.506 2.648
C8 0.502 3.358 3.667
C9 0.005 3.145 4.962
C10 -0.817 2.082 5.226
C11 -1.198 1.201 4.191
C12 -2.043 0.085 4.379
C13 -2.384 -0.700 3.307
C14 -1.894 -0.369 2.038
N2 -1.099 0.660 1.844
C15 -0.713 1.439 2.881
H5 1.705 2.582 1.309
H6 0.443 3.562 0.924
H7 1.162 4.196 3.481
H8 0.286 3.829 5.750
H9 -1.185 1.912 6.229
H10 -2.411 -0.140 5.371
H11 -3.020 -1.565 3.419
H12 -2.145 -0.966 1.172
S3 -1.182 2.513 -1.346
C16 -1.792 1.490 -2.605
N3 -1.489 1.762 -3.894
C17 -1.981 1.008 -4.898
C18 -2.821 -0.029 -4.607
C19 -3.100 -0.260 -3.255
N4 -2.612 0.507 -2.290
H13 -0.839 2.516 -4.092
H14 -1.693 1.269 -5.907
H15 -3.239 -0.652 -5.381
H16 -3.759 -1.056 -2.937

***

Density functional theory data (ωB97M-V with the def2-TZVPD basis set) for an isolated molecule of C19H16N2O3.

**ΔE to the lowest compared entry with this formula, charge and spin**: 170.2 kcal per mole
**LUMO energy**: -0.049 eV
**Structure (SMILES)**: [H]/N=C1/OC2=C(CCC/C2=C/c2ccoc2)[C@@H](c2ccoc2)[C@H]1C#N
**Energy**: -29078.943 eV
**Largest force on an atom**: 8.47 eV Å⁻¹
**HOMO level**: -8.09 eV
**HOMO-LUMO gap**: 8.043 eV
**Total charge**: 0

Element x y z (Å)
N1 3.579 -0.339 0.624
C1 2.579 -0.528 1.184
N2 1.635 1.671 2.764
O1 1.644 4.210 -0.773
O2 1.895 -4.876 0.305
O3 -0.174 1.217 1.647
C2 0.903 0.717 2.151
C3 0.951 5.015 -1.686
C4 1.866 -4.218 -0.951
C5 0.894 3.117 -0.434
C6 1.318 -3.974 1.185
C7 -0.359 4.495 -1.702
C8 1.330 -2.967 -0.813
C9 -0.314 3.199 -0.992
C10 -0.929 0.499 0.766
C11 0.982 -2.767 0.596
C12 -0.659 -0.837 0.435
C13 -1.587 2.377 -0.743
C14 -1.828 1.155 -0.132
C15 -1.670 -1.700 -0.379
C16 1.362 -0.672 1.998
C17 0.331 -1.535 1.339
C18 -3.012 0.251 -0.560
C19 -2.404 -0.794 -1.367
H1 2.608 1.460 3.081
H2 1.295 5.906 -2.233
H3 2.207 -4.631 -1.896
H4 1.211 2.226 0.067
H5 1.062 -4.093 2.175
H6 -1.148 4.944 -2.246
H7 1.199 -2.387 -1.708
H8 -2.471 2.674 -1.198
H9 -2.345 -2.133 0.368
H10 -1.116 -2.453 -0.967
H11 1.595 -1.195 2.955
H12 -0.157 -2.042 2.094
H13 -3.752 0.875 -1.087
H14 -3.644 -0.224 0.223
H15 -1.801 -0.207 -2.106
H16 -3.075 -1.436 -1.983

***

Density functional theory data (ωB97M-V with the def2-TZVPD basis set) for a structure of composition C19H16N4O4PtSe.

**ΔE to the lowest compared entry with this formula, charge and spin**: 70.1 kcal per mole
**LUMO energy (alpha / beta)**: -0.589 / -0.592 eV
**Energy**: -102706.682 eV
**Largest force on an atom**: 2.89 eV Å⁻¹
**HOMO level (alpha / beta)**: -7.49 / -7.48 eV
**HOMO-LUMO gap (alpha / beta)**: 6.897 / 6.892 eV
**Total charge**: 0

Element x y z (Å)
Pt1 0.363 -1.367 0.418
O1 2.217 -6.432 -1.160
C1 1.740 -5.416 -1.432
O2 1.253 -4.411 -1.749
C2 1.813 -3.260 0.965
O3 2.396 -4.296 0.896
O4 1.847 -2.225 1.653
N1 -0.358 -0.287 2.203
C3 -0.581 1.108 1.976
C4 -0.014 2.034 2.840
C5 -0.234 3.389 2.659
C6 -1.041 3.806 1.612
C7 -1.583 2.873 0.744
C8 -1.362 1.499 0.885
C9 -1.850 0.579 -0.189
C10 -3.024 0.940 -0.860
C11 -3.450 0.276 -1.994
C12 -2.694 -0.772 -2.494
C13 -1.559 -1.181 -1.812
C14 -1.133 -0.544 -0.648
H1 0.346 -0.476 2.910
H2 -1.232 -0.749 2.455
H3 0.591 1.682 3.668
H4 0.212 4.106 3.335
H5 -1.232 4.859 1.455
H6 -2.155 3.222 -0.105
H7 -3.626 1.751 -0.470
H8 -4.370 0.573 -2.480
H9 -3.004 -1.296 -3.389
H10 -1.006 -2.041 -2.172
C15 1.083 2.046 -1.058
C16 2.056 0.927 -1.067
N2 1.955 -0.259 -0.492
C17 3.136 -0.940 -0.759
C18 3.945 -0.153 -1.502
N3 3.248 1.018 -1.688
H11 0.914 2.394 -0.039
H12 0.128 1.727 -1.472
H13 1.465 2.879 -1.647
H14 3.310 -1.934 -0.396
H15 4.927 -0.317 -1.906
H16 3.566 1.828 -2.190
Se1 -1.104 -3.263 0.926
C19 -2.537 -2.291 1.574
N4 -3.365 -1.607 1.997